1.
{
  "formula": "CH6S4",
  "method": "the ωB97M-V functional and the def2-TZVPD basis",
  "species": ["C", "S", "S", "H", "H", "H", "H", "S", "S", "H", "H"],
  "positions_angstrom": [[1.8057, 0.6819, 2.0142], [2.4257, 0.4488, 0.1855], [1.2822, 1.9036, -0.7157], [2.6579, 0.8339, 2.6464], [1.1889, -0.0905, 2.4113], [1.1912, 1.5231, 1.9200], [1.1147, 1.3962, -1.9523], [-2.3676, -2.3931, 0.0227], [-2.2034, -0.2871, -0.5680], [-2.2021, -2.0240, 1.2568], [-0.9762, -0.4844, -1.1597]],
  "lowdin_charge": [-0.363, 0.310, 0.252, 0.019, 0.017, -0.030, -0.194, 0.259, 0.214, -0.269, -0.216],
  "homo_lumo_gap_ev": 8.34,
  "e_homo_ev": -8.428,
  "lumo_energy_ev": -0.083
}



2.
{
  "formula": "C37H32ClN8NaO5",
  "method": "the ωB97M-V functional and the def2-TZVPD basis",
  "species": ["Na", "C", "C", "N", "N", "C", "O", "C", "C", "C", "C", "C", "C", "C", "C", "C", "C", "C", "N", "H", "H", "H", "H", "H", "H", "H", "H", "H", "H", "H", "H", "O", "C", "O", "C", "C", "Cl", "N", "N", "C", "C", "O", "O", "C", "C", "C", "C", "C", "C", "H", "H", "H", "H", "H", "H", "C", "C", "C", "C", "C", "C", "N", "C", "C", "C", "C", "C", "C", "H", "H", "H", "H", "H", "H", "H", "H", "H", "H", "N", "N", "H", "H", "H", "H"],
  "positions_angstrom": [[-0.7886, 0.0565, 0.9633], [-0.9666, -1.8148, 5.2183], [-0.6860, -1.8111, 3.7375], [-1.3777, -1.1571, 2.8799], [-2.4042, -0.3898, 3.3368], [-3.0596, 0.1951, 2.3215], [-2.8991, 0.0112, 1.0961], [-4.0754, 1.2136, 2.7624], [-4.4194, 2.2221, 1.8671], [-5.3321, 3.2005, 2.2356], [-5.9190, 3.1692, 3.4937], [-5.5804, 2.1602, 4.3882], [-4.6556, 1.1911, 4.0273], [0.4841, -2.5563, 3.2265], [1.5299, -2.9076, 4.0872], [2.6379, -3.5632, 3.5830], [2.6815, -3.8679, 2.2323], [1.5963, -3.4884, 1.4537], [0.5307, -2.8536, 1.9213], [-1.9710, -1.4361, 5.3815], [-0.2696, -1.1624, 5.7534], [-0.8745, -2.8217, 5.6337], [-3.9457, 2.2319, 0.8925], [-5.5819, 3.9920, 1.5396], [-6.6351, 3.9310, 3.7806], [-6.0329, 2.1359, 5.3732], [-4.3677, 0.4082, 4.7158], [1.4866, -2.6400, 5.1337], [3.4624, -3.8206, 4.2373], [3.5287, -4.3733, 1.7879], [1.5871, -3.7071, 0.3898], [5.1767, 1.8234, 1.6874], [5.3424, 0.8023, 0.8798], [6.4465, 0.4031, 0.5678], [4.1040, 0.1444, 0.3595], [4.0759, -0.8598, -0.5860], [5.3900, -1.5374, -1.4356], [2.7786, -1.1950, -0.8124], [1.9608, -0.4587, -0.0394], [2.7241, 0.3454, 0.6637], [2.0092, 1.3184, 1.5810], [2.6932, 2.2313, 2.1114], [0.7995, 1.1072, 1.7325], [2.1652, -2.1060, -1.7247], [0.8804, -1.8012, -2.1653], [0.2200, -2.6707, -3.0151], [0.8271, -3.8476, -3.4325], [2.1071, -4.1435, -2.9906], [2.7820, -3.2804, -2.1378], [4.1772, 2.0219, 1.8695], [0.4201, -0.8702, -1.8660], [-0.7705, -2.4066, -3.3627], [0.3092, -4.5248, -4.1002], [2.5922, -5.0604, -3.3028], [3.7671, -3.5410, -1.7874], [3.4897, 1.1413, -4.2088], [3.2782, 1.7927, -2.9945], [2.0296, 1.8216, -2.4039], [0.9011, 1.1940, -2.9905], [1.1417, 0.5473, -4.2342], [2.3995, 0.5211, -4.8119], [-0.2688, 1.1778, -2.3034], [-1.4717, 1.0779, -2.9360], [-1.7658, 1.5999, -4.2237], [-3.0459, 1.5583, -4.7505], [-4.1036, 0.9947, -4.0429], [-3.8385, 0.4748, -2.7772], [-2.5649, 0.5086, -2.2431], [4.4727, 1.1113, -4.6622], [4.1092, 2.2824, -2.4978], [1.8830, 2.3243, -1.4547], [0.3218, 0.0275, -4.7133], [2.5373, -0.0039, -5.7528], [-0.9716, 2.0703, -4.7887], [-3.2276, 1.9856, -5.7326], [-5.1044, 0.9727, -4.4579], [-4.6404, 0.0367, -2.1919], [-2.3826, 0.1192, -1.2518], [-0.6201, 3.9095, 1.3729], [-1.0564, 3.4256, 0.0930], [0.3567, 3.6693, 1.5292], [-1.1313, 3.3817, 2.0703], [-0.6219, 2.5422, -0.1772], [-0.7659, 4.0937, -0.6085]],
  "lowdin_charge": [0.355, -0.052, -0.284, 0.033, 0.049, -0.482, -0.065, -0.138, -0.018, -0.089, -0.121, -0.110, -0.045, -0.223, -0.031, -0.086, -0.077, -0.144, 0.137, 0.050, 0.079, 0.070, 0.113, 0.096, 0.086, 0.087, 0.097, 0.096, 0.097, 0.094, 0.094, 0.096, -0.530, 0.027, -0.057, -0.575, 0.781, -0.042, 0.182, -0.120, -0.573, 0.001, -0.040, -0.184, -0.006, -0.059, -0.100, -0.103, -0.066, 0.057, 0.081, 0.110, 0.092, 0.092, 0.066, -0.149, -0.125, -0.048, -0.347, -0.074, -0.128, 0.046, -0.315, -0.061, -0.142, -0.158, -0.119, -0.040, 0.075, 0.094, 0.098, 0.097, 0.086, 0.094, 0.082, 0.071, 0.093, 0.076, -0.080, -0.070, 0.037, 0.043, 0.020, 0.048],
  "charge": -2,
  "homo_lumo_gap_ev": 5.12,
  "e_homo_ev": -1.296,
  "lumo_energy_ev": 3.823
}



3.
{
  "formula": "C6H16NS",
  "method": "the ωB97M-V functional and the def2-TZVPD basis",
  "species": ["C", "C", "C", "N", "H", "H", "H", "H", "H", "H", "H", "H", "H", "C", "C", "C", "S", "H", "H", "H", "H", "H", "H", "H"],
  "positions_angstrom": [[-2.1711, -1.2348, -0.7901], [-2.2355, -1.5673, 0.7065], [-2.6260, -0.3928, 1.5827], [-1.4220, -2.2187, -1.5505], [-1.6778, -0.2688, -0.9146], [-3.1844, -1.1881, -1.2021], [-1.2067, -1.8425, 0.9486], [-2.8465, -2.4747, 0.8233], [-3.5657, 0.1145, 1.3091], [-1.9197, 0.4265, 1.4054], [-2.6531, -0.5981, 2.6598], [-1.7869, -3.1574, -1.4569], [-0.4306, -2.1710, -1.3328], [2.4313, 2.7628, 0.1967], [3.1294, 1.3947, -0.0197], [2.2573, 0.4025, -0.7708], [0.7783, -0.1394, 0.1618], [2.2521, 3.1889, -0.7966], [3.0758, 3.4924, 0.7031], [1.5091, 2.5841, 0.7456], [4.0164, 1.5929, -0.6432], [3.3959, 1.0034, 0.9642], [2.8876, -0.4811, -0.9555], [1.9927, 0.7721, -1.7739]],
  "lowdin_spin": [0.049, 0.124, 0.254, 0.010, 0.001, 0.035, 0.008, 0.088, 0.083, 0.013, 0.109, 0.023, 0.002, 0.031, 0.006, 0.013, 0.128, 0.002, 0.009, 0.006, 0.002, 0.002, 0.002, 0.001],
  "charge": -2,
  "homo_lumo_gap_ev": [1.77, 6.00],
  "e_homo_ev": [4.381, 0.070],
  "lumo_energy_ev": [6.156, 6.066],
  "spin_multiplicity": 2
}



Results for energy above the lowest of the compared OMol25 structures with the same formula, charge and spin: 82.4 87.3 56.0 (in kJ/mol, following the order of the records).